## w
Entry from the OMol25 dataset: 5 unconnected molecules or ions with the total composition C2H13NO4 (ωB97M-V/def2-TZVPD).

The value obtained for the HOMO energy is -8.5654 eV. The molar mass comes out at 115.1 g/mol.

Last column: Mulliken charge in e.
Geometry (Å):
C1 0.683 1.441 -2.062  -1.042
C2 1.400 0.398 -2.455  0.344
N1 2.752 0.286 -2.114  -0.514
H1 0.851 2.331 -1.409  0.205
H2 -0.262 1.749 -2.383  0.284
H3 1.213 -0.568 -3.039  0.263
H4 3.026 0.722 -1.218  0.224
H5 3.028 -0.696 -2.221  0.244
O1 -3.067 -0.870 0.290  -0.610
H6 -2.889 -0.429 -0.516  0.308
H7 -3.898 -1.353 0.338  0.301
O2 -1.541 1.303 3.304  -0.617
H8 -0.999 1.250 2.566  0.301
H9 -2.234 0.659 3.259  0.310
O3 1.267 0.524 2.042  -0.632
H10 1.926 0.556 2.734  0.310
H11 1.261 1.481 1.746  0.327
O4 -0.687 -2.728 -0.307  -0.614
H12 0.137 -2.555 -0.733  0.293
H13 -0.815 -2.072 0.348  0.317


## x
Entry from the OMol25 dataset: 5 unconnected molecules or ions with the total composition C2H13NO4 (ωB97M-V/def2-TZVPD).

The value obtained for the HOMO energy is -10.4502 eV. The molar mass comes out at 115.1 g/mol.

Last column: Mulliken charge in e.
Geometry (Å):
C1 -1.203 -0.334 2.569  -0.320
N1 -0.544 0.367 1.763  -0.325
C2 0.896 0.290 1.690  -0.403
H1 -2.250 -0.566 2.436  0.258
H2 -0.798 -0.943 3.382  0.241
H3 1.368 0.151 2.696  0.362
H4 1.293 1.313 1.527  0.233
H5 1.202 -0.435 0.962  -0.184
O1 -2.181 -0.175 -2.789  -0.630
H6 -2.366 0.442 -2.045  0.316
H7 -2.597 -0.949 -2.398  0.310
O2 -0.622 2.551 -0.119  -0.653
H8 -0.770 1.836 0.518  0.498
H9 0.017 3.179 0.235  0.268
O3 2.328 -0.381 -1.493  -0.676
H10 2.644 0.038 -0.693  0.317
H11 1.633 0.196 -1.821  0.350
O4 0.916 -2.337 -0.808  -0.622
H12 1.812 -1.981 -0.927  0.354
H13 0.694 -2.085 0.095  0.306


Relative energies, unit hartree: w 0.0092; x 0.0000


## w
Entry from the OMol25 dataset: 5 unconnected molecules or ions with the total composition C2H13NO4 (ωB97M-V/def2-TZVPD).

The value obtained for the HOMO energy is -8.2166 eV. The molar mass comes out at 115.1 g/mol.

Last column: Mulliken charge in e.
Geometry (Å):
C1 1.481 0.688 1.102  -0.699
C2 1.070 1.922 1.469  -0.197
N1 0.539 3.131 0.889  -0.422
H1 1.859 0.419 0.094  0.302
H2 1.513 -0.124 1.767  0.226
H3 0.852 1.873 2.562  0.301
H4 0.030 3.314 -0.055  0.241
H5 0.504 3.859 1.615  0.246
O1 -0.148 -4.469 -0.774  -0.619
H6 0.489 -3.972 -1.366  0.311
H7 0.425 -5.259 -0.794  0.333
O2 -1.019 1.343 -0.825  -0.684
H8 -1.631 0.972 0.000  0.409
H9 -0.609 0.479 -0.903  0.260
O3 -2.044 1.008 1.594  -0.636
H10 -1.450 1.712 2.014  0.347
H11 -2.804 0.885 2.178  0.304
O4 0.731 -2.565 -2.771  -0.669
H12 1.177 -1.626 -2.884  0.332
H13 0.393 -2.638 -3.672  0.313


## x
Entry from the OMol25 dataset: 4 unconnected molecules or ions with the total composition C2H13NO4 (ωB97M-V/def2-TZVPD).

The value obtained for the HOMO energy is -9.9232 eV. The molar mass comes out at 115.1 g/mol.

Last column: Mulliken charge in e.
Geometry (Å):
N1 -0.306 -1.119 -1.187  -0.566
C1 -1.473 -1.181 -0.304  -0.650
C2 -1.139 -1.861 1.027  -0.368
O1 -0.709 -0.990 2.010  -0.517
H1 -0.226 -1.981 -1.724  0.209
H2 -0.420 -0.404 -1.891  0.213
H3 -2.361 -1.555 -0.810  0.406
H4 -1.726 -0.160 -0.006  0.331
H5 -0.430 -2.681 0.825  0.245
H6 -2.027 -2.408 1.349  0.347
H7 0.043 -0.494 1.703  0.302
O2 0.404 2.135 1.331  -0.614
H8 0.670 2.404 2.216  0.310
H9 1.076 1.490 1.081  0.324
O3 1.950 0.175 0.044  -0.649
H10 2.872 -0.109 0.114  0.295
H11 1.440 -0.500 -0.459  0.391
O4 0.511 2.175 -2.666  -0.651
H12 0.227 2.283 -1.754  0.326
H13 1.449 2.261 -2.443  0.318


## y
Entry from the OMol25 dataset: 4 unconnected molecules or ions with the total composition C2H13NO4 (ωB97M-V/def2-TZVPD).

The value obtained for the HOMO energy is -9.3599 eV. The molar mass comes out at 115.1 g/mol.

Last column: Mulliken charge in e.
Geometry (Å):
N1 -2.101 -1.384 0.611  -0.573
C1 -1.073 -0.865 1.526  -0.360
C2 0.287 -0.910 0.867  0.115
O1 0.433 -2.152 0.160  -0.565
H1 -2.711 -0.706 0.176  0.202
H2 -2.628 -2.157 0.983  0.154
H3 -1.039 -1.517 2.399  0.370
H4 -1.418 0.122 1.831  0.311
H5 1.167 -0.806 1.494  0.416
H6 0.319 -0.043 0.185  -0.543
H7 -0.405 -2.122 -0.355  0.413
O2 2.434 1.769 0.829  -0.610
H8 3.348 2.052 0.866  0.311
H9 2.218 1.472 -0.069  0.405
O3 1.953 1.118 -2.023  -0.696
H10 1.986 1.114 -2.984  0.326
H11 1.477 0.316 -1.826  0.289
O4 -1.703 1.464 -1.249  -0.571
H12 -1.785 1.899 -2.105  0.304
H13 -0.760 1.337 -1.315  0.303


Relative energies, unit hartree: w 0.0789; x 0.0000; y 0.0162


## w
Entry from the OMol25 dataset: 2 unconnected molecules or ions with the total composition C4H13N2O (ωB97M-V/def2-TZVPD).

The value obtained for the HOMO energy is -2.6906 eV. The net charge is -1. The molar mass comes out at 105.2 g/mol.

Last column: Mulliken charge in e.
Geometry (Å):
C1 -0.596 -1.255 -2.121  -1.298
C2 0.373 -1.082 -0.959  -0.124
N1 0.880 0.275 -0.920  -0.487
C3 2.027 0.475 -0.050  -0.931
H1 -0.993 -2.274 -2.182  0.355
H2 -0.097 -1.002 -3.059  0.322
H3 -1.444 -0.570 -2.009  0.282
H4 1.217 -1.779 -1.091  0.401
H5 -0.122 -1.377 -0.027  0.144
H6 0.119 0.883 -0.563  0.477
H7 2.438 1.478 -0.225  0.273
H8 1.792 0.401 1.018  0.293
H9 2.806 -0.253 -0.279  0.347
N2 -1.121 1.450 0.986  -0.661
C4 -1.131 0.360 2.090  -0.186
O1 -1.230 0.837 3.307  -0.869
H10 -0.672 2.199 1.509  0.201
H11 -2.083 1.772 0.920  0.264
H12 -1.969 -0.316 1.741  0.208
H13 -0.195 -0.222 1.914  -0.011


## x
Entry from the OMol25 dataset: 2 unconnected molecules or ions with the total composition C4H13N2O (ωB97M-V/def2-TZVPD).

The value obtained for the HOMO energy is -2.5744 eV. The net charge is -1. The molar mass comes out at 105.2 g/mol.

Last column: Mulliken charge in e.
Geometry (Å):
N1 -1.859 0.011 -1.884  -0.652
C1 -2.220 0.556 -0.513  -0.337
O1 -2.038 -0.341 0.468  -0.845
H1 -2.108 -0.977 -1.832  0.180
H2 -2.441 0.396 -2.628  0.259
H3 -1.552 1.435 -0.379  0.111
H4 -3.262 0.961 -0.631  0.293
C2 0.710 0.544 1.487  -0.995
N2 1.362 0.162 0.232  0.007
C3 2.804 0.325 0.310  -0.957
C4 1.060 -1.190 -0.150  -0.825
H5 0.859 1.615 1.616  0.288
H6 1.113 -0.074 2.300  0.387
H7 -0.392 0.414 1.398  0.302
H8 3.209 0.386 -0.697  0.299
H9 3.096 1.253 0.812  0.317
H10 3.334 -0.522 0.780  0.325
H11 1.565 -1.453 -1.088  0.316
H12 -0.009 -1.264 -0.335  0.206
H13 1.314 -1.965 0.619  0.319


Relative energies, unit hartree: w 0.0000; x 0.0212


## w
Entry from the OMol25 dataset: CH2N2OS in the gas phase (ωB97M-V/def2-TZVPD).

The value obtained for the HOMO energy is -7.4070 eV. The molar mass comes out at 90.1 g/mol.

Last column: Mulliken charge in e.
Geometry (Å):
C1 -0.396 -1.334 2.237  0.187
N1 -0.348 -0.623 1.261  0.042
N2 -0.284 0.243 0.114  -0.498
O1 -1.766 -1.780 4.633  -0.505
S1 -0.569 -2.329 3.925  0.204
H1 0.671 0.522 -0.097  0.280
H2 -0.766 -0.255 -0.685  0.291


## x
Entry from the OMol25 dataset: 2 unconnected molecules or ions with the total composition CH2N2OS (ωB97M-V/def2-TZVPD).

The value obtained for the HOMO energy is -9.6668 eV. The molar mass comes out at 90.1 g/mol.

Last column: Mulliken charge in e.
Geometry (Å):
O1 -1.461 -0.069 1.573  -0.334
N1 -1.320 -1.054 0.880  0.142
S1 -1.605 -1.260 -0.691  -0.143
H1 -0.996 -2.014 1.405  0.313
C1 0.108 1.380 -0.404  0.102
N2 0.102 1.371 0.753  -0.383
H2 0.058 1.292 -1.440  0.302


Relative energies, unit hartree: w 0.0224; x 0.0000